The following is a DFT calculation (the ωB97M-V functional and the def2-TZVPD basis) of a structure of composition C15H33AgO6 at a distorted geometry.

The HOMO energy (alpha / beta) comes out at -2.954 / -2.701 eV. The calculation puts the largest force on an atom at 3.1 eV/Å. The value obtained for the HOMO-LUMO gap (alpha / beta) is 5.43 / 4.92 eV. As for the spin multiplicity: 2. For the LUMO energy (alpha / beta), the calculation gives 2.478 / 2.215 eV. As for the net charge: -1. As for the electronic energy: -1189.49504 hartree.

Structure (XYZ):
```
55
C15H33AgO6 | the Open Molecules 2025 dataset | the ωB97M-V functional and the def2-TZVPD basis
Ag -0.1464 0.3707 0.9886
C -3.1091 2.2178 -1.4342
C -2.8061 2.7825 -0.0382
O -1.8649 1.9648 0.7082
H -3.8334 1.4318 -1.2207
H -2.2357 1.7524 -1.8909
H -3.4984 2.9544 -2.1371
H -3.7873 2.7173 0.4322
H -2.5237 3.8291 -0.1520
C -3.2354 -1.5875 2.3410
C -1.9768 -1.6817 3.1780
O -0.9165 -0.9246 2.6567
H -3.6832 -0.5947 2.2985
H -3.9889 -2.3443 2.5592
H -2.9193 -1.8944 1.3440
H -1.7050 -2.7114 2.9459
H -2.3313 -1.4622 4.1851
C 3.0049 2.2241 1.9492
C 1.8867 2.5883 2.8695
O 0.8583 1.6452 2.7860
H 2.7705 2.2617 0.8854
H 3.4026 1.2392 2.1940
H 3.8271 2.9396 1.9511
H 1.5550 3.5925 2.6056
H 2.3138 2.6284 3.8716
C 1.0542 3.1357 -1.5525
C 0.9308 1.7176 -2.1150
O 0.6189 0.8758 -1.3302
C 1.5077 1.2771 -3.4251
H 1.9666 3.6905 -1.7714
H 1.0407 2.8680 -0.4959
H 0.2541 3.7329 -1.9899
H 0.8717 0.6239 -4.0225
H 2.4937 0.8715 -3.1983
H 1.7164 2.2104 -3.9482
C -0.7615 -1.7462 -2.9738
C -1.5027 -1.8026 -1.6411
O -1.1474 -1.0378 -0.7565
C -2.4322 -3.0242 -1.5262
H -1.0392 -0.8381 -3.5089
H -1.0268 -2.6891 -3.4520
H 0.3067 -1.6825 -2.7664
H -3.1565 -2.9557 -0.7146
H -1.8271 -3.9054 -1.3134
H -3.0454 -3.1278 -2.4214
C 2.3723 -2.7170 2.0690
C 2.5412 -1.8470 0.8129
O 1.8570 -0.8688 0.6002
C 3.4432 -2.3636 -0.2061
H 1.7255 -3.5747 1.8847
H 1.9356 -2.2421 2.9475
H 3.3563 -3.0640 2.3846
H 4.1239 -3.0332 0.3196
H 3.9544 -1.6039 -0.7975
H 2.8104 -2.8185 -0.9682
```


The following is a DFT calculation (the ωB97M-V functional and the def2-TZVPD basis) of a cluster of 3 separate species, C15H33BFNO8 in total.

The HOMO energy comes out at -9.811 eV. The calculation puts the largest force on an atom at 0.8 eV/Å. For the energy above the lowest of the compared OMol25 structures with the same formula, charge and spin, the calculation gives 0.00 kcal/mol. The value obtained for the HOMO-LUMO gap is 10.24 eV. As for the SMILES: CC(=O)OCCCCCOC(=O)N(F)CB(O)O.CC(C)O.CC(C)O. For the LUMO energy, the calculation gives 0.426 eV. As for the electronic energy: -1372.77304 hartree.

Structure (XYZ):
```
59
C15H33BFNO8 | the Open Molecules 2025 dataset | the ωB97M-V functional and the def2-TZVPD basis
C -4.7813 -0.7910 1.9057
C -4.4972 -1.0771 0.4625
O -4.3676 -0.2427 -0.3887
O -4.4020 -2.4126 0.1917
C -3.2982 -2.7882 -0.6458
C -2.1065 -3.3116 0.1657
C -0.8165 -2.4925 -0.0270
C -0.4162 -1.7648 1.2601
C 0.5323 -0.6040 1.0365
O 0.1105 0.2607 -0.0428
C -0.8673 1.1143 0.2754
O -1.6941 0.9694 1.1225
N -0.7808 2.2337 -0.6229
F -1.5154 3.2610 0.0095
C -1.5351 1.9506 -1.8618
B -1.1710 3.0412 -2.9705
O -2.0973 3.8999 -3.4717
O 0.1167 3.1551 -3.4364
H -3.8302 -0.5695 2.3956
H -5.2293 -1.6550 2.3924
H -5.4469 0.0653 1.9881
H -3.0274 -1.9284 -1.2611
H -3.6677 -3.5606 -1.3201
H -2.3716 -3.3257 1.2258
H -1.9323 -4.3515 -0.1181
H 0.0132 -3.1342 -0.3344
H -0.9697 -1.7787 -0.8397
H 0.0466 -2.4751 1.9517
H -1.3146 -1.3816 1.7483
H 1.5152 -0.9704 0.7409
H 0.6587 -0.0037 1.9394
H -2.6012 1.8754 -1.6183
H -1.2017 0.9621 -2.1981
H -2.8662 4.0041 -2.9028
H 0.4961 2.3209 -3.7253
C 2.9226 -3.9404 2.7327
C 2.8307 -4.5789 1.3559
C 3.9829 -5.5368 1.1025
O 2.7737 -3.5786 0.3374
H 3.8470 -3.3621 2.8188
H 2.0854 -3.2626 2.9008
H 2.9206 -4.6954 3.5197
H 1.8847 -5.1176 1.2663
H 4.9351 -5.0003 1.1458
H 3.8948 -5.9884 0.1148
H 4.0070 -6.3316 1.8490
H 3.5950 -3.0747 0.3739
C 2.4687 4.2405 -0.9001
C 2.6066 5.7153 -1.2348
C 1.5860 6.5564 -0.4840
O 2.4915 5.9117 -2.6427
H 1.4750 3.8927 -1.1921
H 3.2050 3.6561 -1.4531
H 2.6001 4.0473 0.1661
H 3.6122 6.0623 -0.9873
H 0.5726 6.2482 -0.7570
H 1.6988 7.6108 -0.7367
H 1.6958 6.4414 0.5955
H 1.6241 5.5896 -2.9176
```


The following is a DFT calculation (the ωB97M-V functional and the def2-TZVPD basis) of a cluster of 9 separate species, C15H33Cl12N3O3 in total at a distorted geometry.

The HOMO energy comes out at -9.418 eV. The calculation puts the largest force on an atom at 2.4 eV/Å. The value obtained for the HOMO-LUMO gap is 9.35 eV. As for the SMILES: CN(C)C=O.CN(C)C=O.CN(C)C=O.ClCCl.ClCCl.ClCCl.ClCCl.ClCCl.ClCCl. For the LUMO energy, the calculation gives -0.072 eV. As for the electronic energy: -6503.58369 hartree.

Structure (XYZ):
```
66
C15H33Cl12N3O3 | the Open Molecules 2025 dataset | the ωB97M-V functional and the def2-TZVPD basis
C 6.6616 11.5486 15.7584
N 6.0071 11.3183 14.5202
C 5.7939 12.5248 13.7441
C 5.8681 10.0994 13.9573
O 6.3425 9.1210 14.4960
H 6.1204 12.3342 16.2856
H 7.6961 11.8640 15.6226
H 6.6655 10.6516 16.3776
H 5.1928 12.2570 12.8751
H 5.4544 13.3912 14.3118
H 6.7313 12.9100 13.3429
H 5.4745 10.1725 12.9317
C 12.0064 10.3845 10.6246
N 13.3161 9.9772 11.1106
C 14.4340 10.7969 10.6244
C 13.4697 8.7884 11.8324
O 14.5666 8.3439 12.1192
H 11.8213 10.1899 9.5682
H 11.8321 11.4512 10.7657
H 11.2535 9.7847 11.1358
H 14.1877 11.8496 10.7628
H 15.3920 10.5139 11.0607
H 14.4734 10.6351 9.5472
H 12.5264 8.2316 11.9436
C 12.2585 7.1942 7.0428
N 11.2996 6.8844 8.0908
C 11.8141 6.1639 9.2122
C 10.1416 7.5520 8.1170
O 9.3268 7.3846 9.0327
H 12.8619 6.3025 6.8729
H 12.9729 7.9267 7.4186
H 11.9242 7.5663 6.0744
H 11.1856 5.8955 10.0613
H 12.2153 5.2134 8.8604
H 12.6199 6.7124 9.7000
H 9.9476 8.1607 7.2203
Cl 10.0508 9.3364 17.6141
C 11.7594 9.5869 17.2960
Cl 12.5663 8.3289 18.2232
H 11.9601 9.4800 16.2300
H 12.0648 10.6006 17.5554
Cl 6.3723 6.3396 12.3369
C 6.6500 6.8165 10.6814
Cl 5.2363 7.5161 9.9315
H 7.4380 7.5594 10.5578
H 6.9256 5.9632 10.0616
Cl 5.1307 6.3210 16.1650
C 6.9242 6.4909 15.9686
Cl 7.6847 4.9501 15.8794
H 7.1268 6.9920 15.0221
H 7.2789 7.1484 16.7624
Cl 10.3230 12.9503 15.6947
C 10.0805 13.2996 13.9757
Cl 9.2000 14.8504 13.7748
H 11.0251 13.5266 13.4814
H 9.5380 12.4798 13.5048
Cl 10.4345 9.6588 13.7336
C 9.6081 8.4143 12.7589
Cl 10.3816 6.7896 12.5949
H 8.6082 8.1960 13.1339
H 9.4403 8.6677 11.7121
Cl 7.9358 10.2846 9.7302
C 8.6790 11.5904 8.7788
Cl 9.6851 10.8345 7.5692
H 7.9378 12.1912 8.2518
H 9.3443 12.1734 9.4156
```


The following is a DFT calculation (the ωB97M-V functional and the def2-TZVPD basis) of a cluster of 4 separate species, C15H33Cl6FNO5P in total at a distorted geometry.

The HOMO energy comes out at -9.038 eV. The calculation puts the largest force on an atom at 4.4 eV/Å. For the energy above the lowest of the compared OMol25 structures with the same formula, charge and spin, the calculation gives 37.67 kcal/mol. The value obtained for the HOMO-LUMO gap is 9.44 eV. As for the SMILES: COC[C@@H](O)O[C@](F)(COCCCCN)[PH2]=O.ClCCCl.ClCCCl.ClCCCl. For the LUMO energy, the calculation gives 0.400 eV. As for the electronic energy: -4224.57465 hartree.

Structure (XYZ):
```
62
C15H33Cl6FNO5P | the Open Molecules 2025 dataset | the ωB97M-V functional and the def2-TZVPD basis
C -1.0254 1.7076 -4.9330
O -2.3983 1.4127 -4.7394
C -2.6424 0.9911 -3.3917
C -2.6886 2.2821 -2.4747
O -4.0491 2.7374 -2.5116
O -2.4195 2.0084 -1.0984
C -1.0456 1.8546 -0.8019
F -0.1960 1.9349 -1.8835
C -0.9079 0.4816 -0.0325
O -1.1455 -0.6314 -0.8791
C 0.0662 -1.3327 -1.2051
C -0.0148 -2.7519 -0.5346
C -1.0821 -3.6938 -1.2043
C -0.6931 -4.2139 -2.6372
N 0.6938 -4.6962 -2.7846
P -0.4359 3.1714 0.4335
O 1.0451 2.8362 0.6846
H -0.3285 0.9354 -4.5287
H -0.8049 1.8231 -6.0223
H -0.7214 2.6840 -4.4661
H -1.7811 0.3453 -3.0929
H -3.5640 0.3764 -3.3023
H -2.1065 3.1282 -2.9008
H -4.5236 2.0355 -2.0452
H -1.7439 0.4902 0.7168
H 0.0379 0.4237 0.5492
H 0.9945 -0.8104 -0.8802
H 0.1381 -1.4512 -2.3199
H 0.9967 -3.2252 -0.5378
H -0.3327 -2.6123 0.5305
H -2.0417 -3.1278 -1.2886
H -1.2319 -4.5488 -0.4935
H -1.3659 -5.0676 -2.8916
H -0.8763 -3.4133 -3.3902
H 1.0469 -5.0463 -1.9002
H 1.2964 -3.9396 -3.0962
H -0.4756 4.4777 -0.1704
H -1.1693 3.0956 1.6514
Cl 4.4905 -2.5602 1.1961
C 3.5626 -3.5953 2.3119
C 3.3319 -4.9785 1.7475
Cl 2.2206 -4.9506 0.3540
H 2.6255 -3.0944 2.5350
H 4.1389 -3.6650 3.2317
H 2.8756 -5.6162 2.5047
H 4.2640 -5.4418 1.4276
Cl -0.9103 6.4190 2.3839
C -2.3360 7.1872 1.6420
C -2.9389 6.3304 0.5531
Cl -1.8758 6.2118 -0.8714
H -2.0367 8.1633 1.2632
H -3.0656 7.3388 2.4376
H -3.8763 6.7685 0.2115
H -3.1436 5.3201 0.9064
Cl 5.1432 -2.2204 7.0701
C 4.5254 -1.1770 5.7658
C 3.0164 -1.2085 5.6758
Cl 2.4094 -2.7892 5.1164
H 4.9881 -1.4930 4.8316
H 4.8592 -0.1630 5.9855
H 2.6744 -0.4654 4.9555
H 2.5533 -0.9916 6.6370
```